{"formula": "C39H35BrClN3", "method": "wB97M-V/def2-TZVPD", "symbols": ["N", "C", "C", "Br", "C", "Cl", "C", "N", "C", "C", "C", "C", "N", "C", "H", "H", "H", "H", "H", "C", "C", "C", "C", "C", "C", "H", "H", "H", "H", "H", "H", "C", "C", "C", "C", "C", "C", "H", "H", "H", "H", "H", "H", "C", "C", "C", "C", "C", "C", "H", "H", "H", "H", "H", "H", "C", "C", "C", "C", "C", "C", "H", "H", "H", "H", "H", "H", "C", "C", "C", "C", "C", "C", "H", "H", "H", "H", "H", "H"], "positions_angstrom": [[5.44961, 1.29606, -2.45821], [4.68106, 0.37026, -1.92753], [4.02359, -0.77579, -0.95745], [2.07596, -0.24911, -0.71586], [4.78153, -0.94382, 0.50680], [4.28449, -2.65772, 1.12022], [4.13803, 0.10015, 1.64917], [3.50631, 0.87001, 2.48172], [6.41383, -0.76199, 0.34535], [7.03421, 0.73582, 0.49784], [8.64247, 0.70411, 0.25235], [9.37123, -0.68610, -0.07323], [8.85926, -2.08124, -0.17344], [7.38986, -1.99737, 0.04859], [4.15404, -1.81072, -1.50575], [6.37827, 1.67989, 0.71336], [9.26155, 1.70579, 0.30984], [10.54787, -0.60239, -0.27220], [6.84073, -3.05753, -0.02391], [-0.92923, 1.91145, 0.88077], [-0.81555, 1.60977, -0.47601], [-1.70872, 2.16497, -1.39188], [-2.71046, 3.03054, -0.95164], [-2.82175, 3.33515, 0.40472], [-1.93432, 2.77259, 1.32175], [-0.23508, 1.47588, 1.59468], [-0.03067, 0.94071, -0.81982], [-1.62405, 1.92442, -2.44814], [-3.40356, 3.46716, -1.66585], [-3.60146, 4.01099, 0.74742], [-2.02476, 3.00579, 2.37902], [6.51704, 1.95960, 6.94812], [7.57408, 2.59692, 6.29906], [7.48515, 2.88554, 4.93759], [6.33390, 2.54532, 4.22668], [5.27534, 1.91137, 4.87664], [5.36809, 1.61439, 6.23611], [6.58811, 1.73175, 8.00844], [8.46832, 2.86817, 6.85461], [8.31165, 3.37609, 4.43068], [6.26242, 2.77458, 3.16675], [4.37759, 1.64777, 4.32283], [4.54546, 1.11554, 6.74091], [-3.33456, -1.27329, -6.11892], [-3.92459, -1.94124, -5.04632], [-3.32537, -1.90678, -3.78752], [-2.14008, -1.19539, -3.59900], [-1.55208, -0.52433, -4.67083], [-2.14642, -0.56653, -5.93175], [-3.80006, -1.30321, -7.10059], [-4.85184, -2.48983, -5.19175], [-3.78180, -2.43290, -2.95351], [-1.67556, -1.16437, -2.61698], [-0.62925, 0.03136, -4.52337], [-1.68512, -0.04820, -6.76777], [-6.51857, -0.13066, -2.47578], [-7.08919, 0.46114, -1.34931], [-8.34949, 0.05613, -0.91065], [-9.03555, -0.94867, -1.59345], [-8.46322, -1.54307, -2.71773], [-7.20691, -1.13152, -3.16185], [-5.53781, 0.18764, -2.81936], [-6.55156, 1.23929, -0.81328], [-8.79673, 0.52214, -0.03685], [-10.01560, -1.26785, -1.24887], [-8.99730, -2.32724, -3.24876], [-6.76374, -1.59096, -4.04100], [-2.83907, -2.24726, 2.24958], [-3.63813, -3.38551, 2.14636], [-4.71257, -3.40601, 1.25756], [-4.98216, -2.29059, 0.46404], [-4.18075, -1.15370, 0.56460], [-3.11194, -1.12987, 1.46015], [-2.00387, -2.23043, 2.94485], [-3.42381, -4.25712, 2.75976], [-5.33906, -4.29063, 1.18222], [-5.81646, -2.30816, -0.23220], [-4.39000, -0.28513, -0.05505], [-2.49118, -0.24199, 1.54219]], "mulliken_charge": [-0.438, 0.195, 0.017, 0.052, 0.449, -0.087, 0.097, -0.560, 0.174, -0.154, -0.571, -0.114, -0.425, -0.201, 0.428, 0.449, 0.275, 0.275, 0.212, -0.396, 0.404, -0.679, -0.420, -0.502, -0.260, 0.457, -0.315, 0.350, 0.426, 0.390, 0.374, -0.348, -0.374, -0.464, -0.163, -0.264, -0.533, 0.356, 0.349, 0.352, 0.340, 0.462, 0.367, -0.430, -0.365, -0.479, -0.290, -0.465, -0.431, 0.373, 0.436, 0.447, 0.442, 0.402, 0.358, -0.343, -0.367, -0.495, -0.352, -0.512, -0.179, 0.453, 0.428, 0.365, 0.370, 0.380, 0.261, -0.573, -0.286, -0.606, -0.169, -0.301, -0.140, 0.386, 0.355, 0.371, 0.347, 0.341, 0.283], "smiles": "N#C[C@H](Br)[C@](Cl)(C#N)c1cccnc1.c1ccccc1.c1ccccc1.c1ccccc1.c1ccccc1.c1ccccc1", "relative_energy_kj_mol": 960.9, "orbital_gap_ev": 8.1, "charge": 0}